{"formula": "C36H99N10O12", "method": "ωB97M-V/def2-TZVPD", "symbols": ["N", "O", "O", "O", "C", "C", "C", "O", "C", "N", "H", "H", "H", "H", "H", "H", "H", "H", "H", "H", "H", "C", "C", "C", "O", "C", "N", "H", "H", "H", "H", "H", "H", "H", "H", "H", "H", "H", "C", "C", "C", "O", "C", "N", "H", "H", "H", "H", "H", "H", "H", "H", "H", "H", "H", "C", "C", "C", "O", "C", "N", "H", "H", "H", "H", "H", "H", "H", "H", "H", "H", "H", "C", "C", "C", "O", "C", "N", "H", "H", "H", "H", "H", "H", "H", "H", "H", "H", "H", "C", "C", "C", "O", "C", "N", "H", "H", "H", "H", "H", "H", "H", "H", "H", "H", "H", "C", "C", "C", "O", "C", "N", "H", "H", "H", "H", "H", "H", "H", "H", "H", "H", "H", "C", "C", "C", "O", "C", "N", "H", "H", "H", "H", "H", "H", "H", "H", "H", "H", "H", "C", "C", "C", "O", "C", "N", "H", "H", "H", "H", "H", "H", "H", "H", "H", "H", "H"], "xyz": [[20.641, 24.592, -2.120], [19.985, 23.496, -2.072], [21.272, 24.911, -3.165], [20.596, 25.388, -1.136], [27.200, 19.805, -2.966], [26.702, 20.935, -3.856], [25.540, 21.689, -3.268], [24.375, 20.929, -3.407], [23.275, 21.453, -2.672], [27.794, 21.926, -4.101], [27.625, 20.196, -2.030], [28.043, 19.241, -3.390], [26.461, 19.031, -2.741], [26.475, 20.461, -4.815], [25.480, 22.665, -3.766], [25.775, 21.942, -2.221], [23.433, 21.594, -1.598], [22.454, 20.731, -2.768], [22.854, 22.331, -3.182], [28.629, 21.351, -4.226], [27.986, 22.407, -3.219], [24.225, 23.850, -1.251], [25.075, 25.082, -0.979], [24.367, 26.355, -1.403], [25.266, 27.426, -1.166], [24.769, 28.666, -1.646], [25.341, 25.124, 0.497], [23.218, 23.950, -0.845], [24.660, 22.919, -0.892], [24.124, 23.780, -2.344], [26.039, 25.029, -1.491], [23.437, 26.542, -0.858], [24.049, 26.400, -2.458], [24.228, 28.510, -2.589], [25.605, 29.335, -1.843], [24.090, 29.084, -0.895], [24.438, 25.173, 1.002], [25.767, 26.039, 0.659], [20.733, 20.563, -0.087], [20.296, 21.490, 1.012], [21.473, 22.329, 1.550], [21.085, 23.279, 2.530], [20.982, 22.784, 3.850], [19.144, 22.259, 0.517], [21.536, 19.859, 0.163], [20.982, 21.084, -1.012], [19.936, 19.860, -0.359], [19.961, 20.929, 1.901], [21.827, 22.936, 0.706], [22.289, 21.661, 1.851], [20.582, 23.612, 4.436], [21.920, 22.398, 4.248], [20.191, 22.027, 3.916], [19.040, 23.079, 1.120], [19.441, 22.688, -0.384], [24.168, 23.128, -9.313], [24.863, 24.066, -8.301], [24.027, 24.184, -7.039], [24.580, 25.235, -6.283], [23.896, 25.395, -5.077], [26.237, 23.629, -8.041], [24.018, 22.167, -8.806], [24.848, 22.954, -10.142], [23.204, 23.555, -9.574], [24.887, 25.014, -8.848], [23.992, 23.241, -6.480], [23.008, 24.478, -7.339], [22.822, 25.583, -5.205], [24.288, 26.247, -4.525], [23.991, 24.500, -4.459], [26.545, 24.147, -7.211], [26.295, 22.662, -7.725], [19.571, 29.212, -1.206], [19.198, 28.498, -2.508], [20.455, 28.270, -3.341], [20.733, 29.392, -4.170], [21.848, 29.103, -4.945], [18.438, 27.289, -2.163], [18.700, 29.453, -0.600], [20.084, 30.159, -1.440], [20.305, 28.650, -0.617], [18.633, 29.224, -3.111], [20.421, 27.365, -3.955], [21.333, 28.116, -2.692], [22.594, 28.665, -4.258], [22.330, 29.960, -5.403], [21.667, 28.304, -5.673], [19.135, 26.557, -1.917], [18.077, 26.865, -3.063], [17.090, 25.282, 0.636], [16.023, 24.371, 0.017], [16.133, 24.291, -1.494], [15.193, 23.374, -2.034], [13.862, 23.715, -1.814], [16.142, 23.052, 0.681], [18.105, 25.008, 0.338], [16.991, 25.315, 1.718], [16.949, 26.300, 0.256], [15.103, 24.875, 0.339], [17.124, 23.891, -1.721], [16.039, 25.280, -1.953], [13.643, 24.751, -2.100], [13.529, 23.548, -0.783], [13.248, 23.060, -2.435], [17.102, 22.683, 0.572], [15.623, 22.443, 0.028], [19.468, 18.755, -3.811], [18.778, 19.848, -4.598], [19.453, 20.198, -5.912], [20.761, 20.706, -5.792], [20.846, 21.905, -5.043], [17.392, 19.463, -4.893], [19.661, 17.866, -4.424], [18.813, 18.355, -3.033], [20.421, 19.119, -3.431], [18.801, 20.791, -4.033], [18.849, 20.987, -6.399], [19.529, 19.380, -6.629], [21.861, 22.284, -5.141], [20.621, 21.717, -3.995], [20.205, 22.656, -5.529], [16.959, 19.020, -4.099], [16.877, 20.278, -5.198], [22.932, 28.034, 2.303], [22.099, 26.813, 2.665], [20.613, 27.114, 2.495], [20.245, 28.190, 3.352], [19.297, 29.076, 2.757], [22.464, 25.711, 1.711], [22.732, 28.817, 3.049], [22.553, 28.527, 1.395], [23.996, 27.862, 2.166], [22.317, 26.464, 3.677], [20.070, 26.236, 2.861], [20.380, 27.327, 1.449], [18.410, 28.483, 2.532], [19.716, 29.501, 1.838], [19.097, 29.888, 3.449], [22.040, 24.816, 2.039], [21.928, 25.850, 0.846], [16.147, 26.521, -5.334], [17.501, 25.962, -5.745], [18.276, 27.033, -6.523], [17.731, 27.168, -7.796], [17.961, 28.446, -8.339], [18.288, 25.519, -4.600], [15.714, 27.085, -6.165], [16.194, 27.089, -4.405], [15.395, 25.734, -5.184], [17.360, 25.133, -6.457], [19.324, 26.685, -6.566], [18.330, 27.925, -5.880], [19.040, 28.653, -8.445], [17.505, 29.230, -7.725], [17.595, 28.522, -9.365], [17.950, 24.613, -4.276], [19.260, 25.294, -4.824]], "lowdin_charge": [-0.53, -0.08, -0.05, -0.07, -0.08, -0.42, -0.25, -0.14, -0.11, 0.03, 0.08, 0.07, 0.08, 0.14, 0.12, 0.12, 0.08, 0.08, 0.07, 0.06, 0.07, -0.08, -0.38, -0.21, -0.20, -0.09, 0.03, 0.07, 0.06, 0.05, 0.14, 0.11, 0.10, 0.06, 0.08, 0.08, 0.03, 0.05, -0.07, -0.43, -0.18, -0.24, -0.09, 0.05, 0.08, 0.05, 0.08, 0.13, 0.11, 0.13, 0.09, 0.09, 0.08, 0.07, 0.05, -0.07, -0.45, -0.22, -0.18, -0.12, 0.04, 0.08, 0.07, 0.07, 0.13, 0.13, 0.13, 0.08, 0.08, 0.07, 0.07, 0.07, -0.07, -0.42, -0.21, -0.18, -0.13, 0.05, 0.07, 0.08, 0.06, 0.13, 0.10, 0.12, 0.07, 0.09, 0.08, 0.04, 0.04, -0.08, -0.45, -0.20, -0.20, -0.14, 0.04, 0.06, 0.07, 0.07, 0.12, 0.12, 0.12, 0.09, 0.08, 0.08, 0.03, 0.06, -0.05, -0.45, -0.22, -0.19, -0.10, 0.04, 0.08, 0.07, 0.07, 0.12, 0.12, 0.13, 0.07, 0.06, 0.09, 0.06, 0.07, -0.06, -0.39, -0.20, -0.20, -0.09, 0.05, 0.07, 0.07, 0.07, 0.14, 0.12, 0.11, 0.09, 0.07, 0.08, 0.05, 0.05, -0.05, -0.42, -0.24, -0.17, -0.11, 0.05, 0.08, 0.07, 0.07, 0.14, 0.12, 0.13, 0.09, 0.09, 0.08, 0.09, 0.07], "fmax_ha_per_bohr": 0.0402, "gap_ev": 8.856, "charge": -1, "homo_ha": -0.239, "e_lumo_ev": 2.35}